Record 1
Entry from the OMol25 dataset: a 2-piece molecular cluster, C9H14 overall in a non-equilibrium geometry (the ωB97M-V functional and the def2-TZVPD basis).

Values from the calculation:
Kohn-Sham gap (eV): 9.82
Energy above the lowest of the compared OMol25 structures with the same formula, charge and spin (kcal per mole): 55.7
SMILES: Cc1ccccc1.CC
E_HOMO (Ha): -0.3254
LUMO (eV): 1.0

ORCA input file:
```
! RIJCOSX wB97M-V def2-TZVPD def2/J DEFGRID3
* xyz 0 1
C 0.109 1.598 2.175
C 1.791 -1.761 0.058
C 2.339 -0.500 -0.135
C 0.692 -1.874 0.904
C 1.709 0.652 0.477
C 0.145 -0.844 1.664
C 0.702 0.503 1.408
H 2.248 -2.648 -0.373
H 3.139 -0.219 -0.859
H 0.346 -2.861 0.999
H 2.174 1.659 0.282
H -0.628 -0.847 2.307
H -0.748 1.459 2.771
H 0.102 2.643 1.694
H 0.990 1.793 2.917
C -1.841 1.013 -2.019
C -2.104 -0.581 -2.075
H -2.805 1.624 -1.995
H -1.495 1.213 -1.086
H -0.980 1.155 -2.643
H -1.210 -0.952 -2.781
H -2.923 -1.257 -2.576
H -1.753 -0.967 -1.114
*
```

Record 2
Entry from the OMol25 dataset: a 2-piece molecular cluster, C9H14 overall in a non-equilibrium geometry (the ωB97M-V functional and the def2-TZVPD basis).

Values from the calculation:
Kohn-Sham gap (eV): 10.01
Energy above the lowest of the compared OMol25 structures with the same formula, charge and spin (kcal per mole): 38.6
SMILES: Cc1ccccc1.CC
E_HOMO (Ha): -0.3309
LUMO (eV): 1.0

ORCA input file:
```
! RIJCOSX wB97M-V def2-TZVPD def2/J DEFGRID3
* xyz 0 1
C 0.022 2.422 -4.462
C -0.052 3.149 -3.151
H 0.820 1.708 -4.435
H -0.749 1.667 -4.898
H 0.340 3.103 -5.201
H -0.379 4.240 -3.215
H 0.816 3.115 -2.599
H -0.880 2.721 -2.418
C 1.226 -2.389 2.915
C -0.792 0.232 0.117
C -0.768 0.510 1.452
C -0.430 -1.090 -0.228
C -0.162 -0.369 2.353
C 0.228 -2.002 0.685
C 0.452 -1.547 1.956
H -1.158 0.836 -0.644
H -1.272 1.341 1.870
H -0.500 -1.339 -1.377
H -0.255 0.045 3.395
H 0.496 -3.037 0.275
H 1.955 -2.940 2.324
H 0.552 -3.132 3.437
H 1.866 -1.823 3.669
*
```

Record 3
Entry from the OMol25 dataset: a 2-piece molecular cluster, C9H14 overall in a non-equilibrium geometry (the ωB97M-V functional and the def2-TZVPD basis).

Values from the calculation:
Kohn-Sham gap (eV): 10.02
Energy above the lowest of the compared OMol25 structures with the same formula, charge and spin (kcal per mole): 9.8
SMILES: Cc1ccccc1.CC
E_HOMO (Ha): -0.3311
LUMO (eV): 1.0

ORCA input file:
```
! RIJCOSX wB97M-V def2-TZVPD def2/J DEFGRID3
* xyz 0 1
C -0.651 -2.577 -1.740
C -1.325 -1.932 -2.951
H -1.385 -3.239 -1.242
H 0.157 -3.279 -1.924
H -0.483 -1.875 -0.922
H -1.906 -1.061 -2.671
H -0.561 -1.617 -3.667
H -1.883 -2.687 -3.502
C 2.331 2.485 0.967
C -1.142 0.014 1.481
C -1.257 1.392 1.582
C 0.102 -0.548 1.208
C -0.135 2.192 1.474
C 1.210 0.257 1.096
C 1.122 1.645 1.244
H -2.007 -0.611 1.653
H -2.265 1.788 1.639
H 0.137 -1.620 1.050
H -0.216 3.266 1.591
H 2.197 -0.127 0.857
H 2.832 2.217 0.043
H 3.033 2.367 1.800
H 2.096 3.548 0.934
*
```

Record 4
Entry from the OMol25 dataset: a 2-piece molecular cluster, C9H14 overall in a non-equilibrium geometry (the ωB97M-V functional and the def2-TZVPD basis).

Values from the calculation:
Kohn-Sham gap (eV): 10.01
Energy above the lowest of the compared OMol25 structures with the same formula, charge and spin (kcal per mole): 19.7
SMILES: Cc1ccccc1.CC
E_HOMO (Ha): -0.3302
LUMO (eV): 1.0

ORCA input file:
```
! RIJCOSX wB97M-V def2-TZVPD def2/J DEFGRID3
* xyz 0 1
C -2.480 0.140 -1.564
C -0.013 0.147 -1.099
C -1.227 0.821 -1.208
C 1.208 0.749 -0.936
C -1.169 2.142 -0.839
C 1.227 2.158 -0.718
C 0.032 2.847 -0.702
H -0.102 -0.935 -1.186
H 2.102 0.156 -0.873
H -2.640 -0.733 -0.912
H -2.306 -0.188 -2.604
H -2.095 2.675 -0.568
H 2.232 2.583 -0.738
H 0.026 3.905 -0.500
H -3.380 0.749 -1.602
C 0.731 -2.759 1.710
C 1.447 -1.521 2.273
H 1.327 -3.637 1.443
H -0.083 -3.236 2.247
H 0.306 -2.346 0.785
H 0.723 -0.904 2.812
H 2.034 -1.861 3.153
H 2.098 -0.952 1.628
*
```

Record 5
Entry from the OMol25 dataset: a 2-piece molecular cluster, C9H14 overall in a non-equilibrium geometry (the ωB97M-V functional and the def2-TZVPD basis).

Values from the calculation:
Kohn-Sham gap (eV): 10.11
Energy above the lowest of the compared OMol25 structures with the same formula, charge and spin (kcal per mole): 7.1
SMILES: Cc1ccccc1.CC
E_HOMO (Ha): -0.3344
LUMO (eV): 1.0

ORCA input file:
```
! RIJCOSX wB97M-V def2-TZVPD def2/J DEFGRID3
* xyz 0 1
C -2.340 -1.185 -0.493
C -0.153 -0.661 -1.633
C -1.185 -0.274 -0.787
C 0.885 0.213 -1.935
C 0.965 1.452 -1.314
C -1.128 1.004 -0.240
C -0.060 1.855 -0.476
H -0.064 -1.698 -1.942
H 1.634 -0.047 -2.671
H -2.715 -1.073 0.527
H -2.073 -2.245 -0.564
H 1.826 2.079 -1.516
H -1.880 1.357 0.461
H -0.032 2.835 -0.019
H -3.155 -1.017 -1.197
C 0.976 -0.201 2.477
C 1.735 -1.448 2.952
H 0.998 -0.099 1.390
H -0.064 -0.268 2.772
H 1.403 0.681 2.961
H 1.130 -2.072 3.614
H 2.584 -1.173 3.589
H 2.201 -2.108 2.223
*
```

Record 6
Entry from the OMol25 dataset: a 2-piece molecular cluster, C9H14 overall in a non-equilibrium geometry (the ωB97M-V functional and the def2-TZVPD basis).

Values from the calculation:
Kohn-Sham gap (eV): 10.09
Energy above the lowest of the compared OMol25 structures with the same formula, charge and spin (kcal per mole): 9.0
SMILES: Cc1ccccc1.CC
E_HOMO (Ha): -0.3338
LUMO (eV): 1.0

ORCA input file:
```
! RIJCOSX wB97M-V def2-TZVPD def2/J DEFGRID3
* xyz 0 1
C 2.800 2.561 0.574
C 2.695 2.987 -0.891
H 3.717 1.975 0.712
H 2.780 3.325 1.349
H 2.030 1.816 0.811
H 1.771 3.527 -1.094
H 2.759 2.050 -1.444
H 3.525 3.653 -1.133
C 1.348 -1.573 0.099
C -2.821 -0.586 -0.027
C -2.381 -1.647 0.753
C -1.897 0.257 -0.629
C -1.044 -2.008 0.771
C -0.548 -0.079 -0.530
C -0.105 -1.236 0.080
H -3.873 -0.321 0.038
H -3.057 -2.237 1.351
H -2.214 1.101 -1.233
H -0.651 -2.817 1.367
H 0.084 0.592 -1.100
H 1.890 -1.244 0.990
H 1.904 -1.236 -0.783
H 1.568 -2.648 0.066
*
```